{"formula": "C6H11N2O2", "method": "the ωB97M-V functional and the def2-TZVPD basis", "symbols": ["C", "C", "C", "C", "C", "C", "N", "N", "O", "O", "H", "H", "H", "H", "H", "H", "H", "H", "H", "H", "H"], "positions_angstrom": [[2.7610, -0.2361, 0.1056], [-1.6058, -0.6610, -0.0905], [-0.5071, 1.1427, 1.1502], [-0.8864, 0.6650, -0.2546], [0.5865, 0.7683, -0.0341], [-3.1457, -0.5505, 0.1125], [3.6495, -1.2335, 0.1927], [1.4857, -0.3615, 0.0383], [-1.0063, -1.6946, -0.3148], [1.2715, 1.9565, -0.4698], [3.1203, 0.7512, -0.1887], [-0.5540, 2.1818, 1.3230], [-0.6569, 0.6052, 2.0683], [-1.4712, 1.3652, -0.8511], [-3.6659, -1.4313, -0.3423], [-3.6227, 0.3960, -0.4013], [-3.4205, -0.5892, 1.1597], [4.6800, -1.0050, 0.0112], [3.4375, -2.2957, 0.3216], [0.9534, -1.2966, 0.0566], [1.2853, 1.9779, -1.4018]], "forces_ev_per_angstrom": [[1.658, -0.819, -1.435], [-0.704, 0.299, -2.054], [2.100, -0.367, -2.105], [-1.004, -0.655, 1.526], [-0.790, 2.816, 1.618], [-0.509, 0.348, -1.521], [1.287, -1.284, 0.008], [-2.788, -1.977, 0.434], [-0.220, -0.008, 0.909], [-0.870, -1.683, 2.292], [0.237, -0.105, 0.764], [0.130, 1.097, -0.068], [0.060, -0.895, -0.182], [0.608, -0.007, -0.152], [0.759, 0.603, 0.258], [1.241, -1.693, 1.203], [0.096, 0.316, 0.279], [-2.319, -0.460, 0.520], [0.213, 2.914, -0.293], [0.914, 1.482, -0.003], [-0.099, 0.079, -2.000]], "mulliken_charge": [0.18, 0.63, -0.97, -0.29, 0.66, -1.15, -0.39, -0.16, -0.61, -0.57, 0.36, 0.30, 0.31, 0.48, 0.37, 0.30, 0.30, 0.29, 0.28, 0.31, 0.36], "e_lumo_ev": -3.306, "charge": 1, "smiles": "CC(=O)[C@H]1C[C@@]1(O)/[NH+]=C/N", "e_homo_ev": -13.46, "gap_ev": 10.15, "e_tot_ha": -494.92077}